ORCA calculation (ωB97M-V/def2-TZVPD) on a structure of composition C20H12F13MgNO2.

Geometry as XYZ:
```
49
Properties=species:S:1:pos:R:3:forces:R:3:lowdin_charge:R:1
Mg -2.1673 0.0235 0.3594 -0.3 0.2 0.1 0.55
C 3.3685 -1.4357 4.3296 -0.1 0.1 -0.1 -0.09
C 2.4583 -1.1453 3.1616 0.1 0.0 0.1 -0.31
C 2.8972 -0.4555 2.0401 0.0 -0.1 0.0 -0.08
C 2.0353 -0.1500 1.0086 -0.1 0.0 0.0 -0.03
C 0.6614 -0.5099 1.0231 0.2 0.2 0.0 -0.20
N -0.1962 -0.1456 0.0329 0.5 -0.5 0.0 0.03
C 0.2359 0.2489 -1.2077 0.3 0.1 -0.1 -0.21
C 1.2971 -0.4176 -1.8657 -0.1 0.0 0.0 -0.04
C 1.7458 -0.0504 -3.1156 0.0 0.0 0.0 -0.07
C 1.1549 1.0043 -3.8015 0.0 0.1 -0.1 -0.30
C 1.6163 1.4175 -5.1772 -0.1 -0.1 0.1 -0.08
C 0.0769 1.6373 -3.1972 0.1 -0.1 0.0 -0.01
C -0.3993 1.2922 -1.9352 0.0 -0.1 0.1 -0.04
C -1.6749 1.9961 -1.3968 -0.1 0.7 -0.3 -0.37
O -2.0072 1.8124 -0.1092 0.1 0.9 -1.1 -0.13
C -2.8477 1.5422 -2.3553 -0.2 0.2 -0.4 -0.52
F -4.0530 1.8029 -1.8386 0.2 -0.1 -0.1 0.15
F -2.8356 2.1679 -3.5846 0.0 -0.2 0.2 0.09
F -2.7730 0.2333 -2.6340 -0.1 0.2 0.1 0.15
C -1.5168 3.5624 -1.5474 0.1 0.2 0.2 -0.51
F -1.4752 4.1145 -2.8007 0.1 -0.1 0.3 0.08
F -2.5259 4.2034 -0.9249 0.2 -0.1 -0.2 0.13
F -0.3688 3.9532 -0.9501 -0.2 0.0 0.0 0.13
C 0.2066 -1.1836 2.2036 -0.1 0.1 0.0 -0.04
C 1.1093 -1.4840 3.2138 0.1 0.0 -0.2 -0.01
C -1.3085 -1.4473 2.3658 -0.1 -0.5 0.5 -0.37
O -2.0823 -0.3617 2.1625 0.5 -1.0 1.0 -0.13
C -1.6630 -2.7184 1.4788 0.2 -0.6 0.1 -0.51
F -0.8507 -3.7768 1.8200 -0.2 0.2 -0.1 0.10
F -1.4815 -2.5679 0.1615 0.0 0.2 0.2 0.15
F -2.9204 -3.1557 1.6523 0.1 0.1 0.0 0.14
C -1.6765 -1.9271 3.8267 -0.1 0.2 0.3 -0.52
F -1.1593 -3.1205 4.2545 -0.1 0.3 -0.1 0.09
F -1.2759 -1.0121 4.7394 -0.1 -0.1 -0.1 0.12
F -3.0092 -2.0410 3.9821 0.3 0.0 0.0 0.13
H 4.4185 -1.4204 4.0279 0.0 0.0 0.0 0.06
H 3.1548 -2.4138 4.7677 0.0 0.0 0.0 0.06
H 3.2389 -0.6895 5.1216 0.1 0.0 0.0 0.07
H 3.9377 -0.1457 1.9709 0.0 0.0 0.0 0.09
H 2.4033 0.4197 0.1665 0.0 0.0 0.0 0.10
H 1.7462 -1.2629 -1.3595 0.0 0.0 0.0 0.11
H 2.5634 -0.6006 -3.5753 0.0 0.0 0.0 0.10
H 2.6565 1.1308 -5.3461 0.0 0.0 0.0 0.06
H 1.5310 2.4981 -5.3096 0.0 0.0 0.0 0.07
H 1.0088 0.9460 -5.9572 0.0 0.0 0.0 0.07
H -0.4113 2.4287 -3.7490 0.0 0.0 0.0 0.11
H 0.7739 -2.0032 4.1003 0.0 0.0 0.0 0.10
F -3.6169 -0.7933 -0.2328 -1.0 -0.6 -0.6 -0.47
```
Forces are in eV/Å.

Summary:
HOMO energy = -0.93 eV
Kohn-Sham gap = 5.790 eV
E_LUMO = 4.856 eV
net charge = -2
multiplicity = 1



ORCA calculation (ωB97M-V/def2-TZVPD) on a structure of composition C20H12F5IN2O2ReS.

Geometry as XYZ:
```
44
Properties=species:S:1:pos:R:3:forces:R:3:lowdin_charge:R:1
Re -0.3415 -0.0760 0.6699 -0.2 -0.4 0.7 1.16
C 4.1580 -0.9809 0.6322 0.0 0.0 0.0 0.01
C 3.2753 -1.9650 -0.0646 0.0 0.0 0.0 -0.24
N 3.7929 -3.0962 -0.5089 -0.2 0.0 0.0 0.17
C 3.0239 -3.9954 -1.1398 0.1 0.0 0.0 -0.03
C 1.6816 -3.8240 -1.4040 0.1 0.1 0.1 -0.11
C 0.8759 -4.8629 -2.1384 0.0 -0.1 0.0 -0.16
O -0.4099 -5.0237 -1.5384 0.0 -0.1 0.0 -0.06
C 1.0943 -2.6257 -0.9410 0.1 0.0 -0.1 -0.07
C -0.2725 -2.3382 -1.2419 -0.1 0.0 -0.1 0.01
N -0.9999 -1.3898 -0.7175 0.0 0.0 -0.1 -0.12
C -2.3861 -1.3113 -1.1130 0.0 0.0 0.0 -0.31
C -3.1274 -2.4610 -1.3664 0.0 0.1 0.0 0.01
C -4.4421 -2.3466 -1.7915 0.0 0.0 0.0 -0.01
C -5.0352 -1.1014 -1.9443 0.0 0.0 0.0 -0.02
C -4.3238 0.0554 -1.6506 0.0 -0.1 0.0 -0.10
C -3.0114 -0.0751 -1.2398 0.0 0.0 0.0 -0.57
I -1.9270 1.6487 -0.7120 -0.2 0.3 -0.3 1.25
C 1.9044 -1.7150 -0.2636 0.1 0.3 0.2 -0.23
O 1.4019 -0.5288 0.1700 0.4 -0.2 -0.3 -0.27
H 5.1346 -1.4304 0.7844 0.0 0.0 0.0 0.10
H 3.7432 -0.6844 1.5963 0.0 0.0 0.0 0.09
H 4.2750 -0.0782 0.0292 0.0 0.0 0.0 0.10
H 3.5321 -4.9006 -1.4526 0.0 0.0 0.0 0.14
H 1.4309 -5.8002 -2.1598 0.0 0.0 0.0 0.14
H 0.7246 -4.5613 -3.1793 0.0 0.0 0.0 0.14
H -0.4632 -5.8858 -1.1150 0.0 0.0 0.0 0.11
H -0.7651 -2.9534 -1.9852 0.0 0.0 0.0 0.14
H -2.6889 -3.4405 -1.2174 0.0 0.0 0.0 0.13
H -5.0092 -3.2448 -1.9931 0.0 0.0 0.0 0.13
H -6.0605 -1.0234 -2.2788 0.0 0.0 0.0 0.13
H -4.7896 1.0263 -1.7478 0.0 0.0 0.0 0.12
F -3.6006 1.4046 6.1827 0.0 0.0 0.0 0.20
C -2.8469 0.7512 5.3346 0.0 0.0 0.0 -0.11
C -2.7355 -0.6324 5.4264 0.0 0.0 -0.1 -0.12
F -3.3830 -1.2758 6.3701 0.0 0.0 0.0 0.19
C -1.9477 -1.3319 4.5212 0.0 0.0 0.0 -0.22
F -1.8422 -2.6432 4.6276 0.0 0.0 0.0 0.14
C -1.2543 -0.6620 3.5195 0.0 0.1 0.0 -0.47
S -0.1093 -1.4733 2.4541 -0.1 0.0 0.0 0.85
C -1.4001 0.7143 3.4652 0.0 0.1 0.0 -0.20
F -0.7109 1.3892 2.4610 0.1 0.0 -0.1 -0.09
C -2.1699 1.4487 4.3346 0.0 -0.1 0.0 -0.13
F -2.2751 2.7568 4.2228 0.0 0.0 0.0 0.18
```
Forces are in eV/Å.

Summary:
HOMO energy (spin up / spin down) = -14.96 / -15.09 eV
Kohn-Sham gap (spin up / spin down) = 6.997 / 5.949 eV
E_LUMO (spin up / spin down) = -7.965 / -9.144 eV
energy relative to the best compared isomer or geometry (same formula, charge and spin) = 8.9 kcal/mol
net charge = +2
multiplicity = 4



What is the formula in the second record?
C20H12F5IN2O2ReS



Among the records above, which one has the lowest multiplicity?
C20H12F13MgNO2



The lowest multiplicity belongs to which entry?
C20H12F13MgNO2



Which of these has the lowest multiplicity?
C20H12F13MgNO2